Entry 1:
{"formula": "C2HNO", "method": "ωB97M-V/def2-TZVPD", "elements": ["O", "N", "C", "C", "H"], "xyz": [[-1.77369, -0.72551, -0.06547], [0.09249, 1.09939, -0.33671], [-0.63403, -0.18035, -0.14031], [0.74045, 0.00669, 0.02768], [1.57479, -0.20022, 0.51480]], "forces_ev_per_angstrom": [[5.0182, 2.4494, -0.5709], [-0.4208, -2.2886, 0.2100], [-3.3560, -0.7912, 0.2299], [-5.3680, 1.5564, -1.3994], [4.1266, -0.9260, 1.5304]], "mulliken_charge": [-0.5121, -0.3233, 0.6140, -0.1290, 0.3503], "homo_lumo_gap_ev": 9.74, "e_tot_ev": -5624.5449, "de_lowest_kcal_mol": 46.93, "smiles": "O=c1cn1"}

***

Entry 2:
{"formula": "C2HNO2", "method": "ωB97M-V/def2-TZVPD", "elements": ["O", "O", "N", "C", "C", "H"], "xyz": [[-1.72086, 1.11463, -0.75902], [-1.34939, -0.31332, 0.98826], [1.44750, -1.19581, -0.85747], [-1.57360, 0.31915, 0.07872], [1.56982, -0.34852, -0.09262], [1.62653, 0.42387, 0.64213]], "forces_ev_per_angstrom": [[-0.2680, -0.6876, -0.1884], [0.3186, -2.3931, 2.3660], [0.1066, 0.3729, 0.2553], [-0.1131, 3.0741, -2.1713], [-0.1568, -0.3692, -0.2274], [0.1126, 0.0029, -0.0342]], "mulliken_charge": [-0.3682, -0.3059, -0.3529, 0.6659, 0.0731, 0.2880], "homo_lumo_gap_ev": 13.34, "e_tot_ev": -7675.0683, "de_lowest_kcal_mol": 0.98, "smiles": "O=C=O.C#N"}

***

Entry 3:
{"formula": "C2HNO2", "method": "ωB97M-V/def2-TZVPD", "elements": ["O", "O", "N", "C", "C", "H"], "xyz": [[0.15359, -1.50754, 0.78779], [0.19039, -1.43852, -0.61040], [1.09552, 1.99428, -0.06179], [0.60877, 0.96192, 0.11833], [0.14437, -0.32121, 0.12857], [-2.19264, 0.31106, -0.36249]], "forces_ev_per_angstrom": [[0.0885, 0.8275, 3.4986], [0.3858, 0.4737, -3.6352], [-0.1891, 0.5566, 0.1515], [0.9979, -0.4083, -0.1693], [-1.7267, -1.3564, 0.0049], [0.4436, -0.0931, 0.1494]], "mulliken_charge": [-0.2274, -0.2058, -0.2933, 0.3903, 0.2964, 0.0397], "homo_lumo_gap_ev": [8.75, 9.85], "e_tot_ev": -7665.7792, "de_lowest_kcal_mol": 215.19}

***

Copy entry 2 word for word.
{"formula": "C2HNO2", "method": "ωB97M-V/def2-TZVPD", "elements": ["O", "O", "N", "C", "C", "H"], "xyz": [[-1.72086, 1.11463, -0.75902], [-1.34939, -0.31332, 0.98826], [1.44750, -1.19581, -0.85747], [-1.57360, 0.31915, 0.07872], [1.56982, -0.34852, -0.09262], [1.62653, 0.42387, 0.64213]], "forces_ev_per_angstrom": [[-0.2680, -0.6876, -0.1884], [0.3186, -2.3931, 2.3660], [0.1066, 0.3729, 0.2553], [-0.1131, 3.0741, -2.1713], [-0.1568, -0.3692, -0.2274], [0.1126, 0.0029, -0.0342]], "mulliken_charge": [-0.3682, -0.3059, -0.3529, 0.6659, 0.0731, 0.2880], "homo_lumo_gap_ev": 13.34, "e_tot_ev": -7675.0683, "de_lowest_kcal_mol": 0.98, "smiles": "O=C=O.C#N"}

***

Please write out number 2 again, unchanged.
{"formula": "C2HNO2", "method": "ωB97M-V/def2-TZVPD", "elements": ["O", "O", "N", "C", "C", "H"], "xyz": [[-1.72086, 1.11463, -0.75902], [-1.34939, -0.31332, 0.98826], [1.44750, -1.19581, -0.85747], [-1.57360, 0.31915, 0.07872], [1.56982, -0.34852, -0.09262], [1.62653, 0.42387, 0.64213]], "forces_ev_per_angstrom": [[-0.2680, -0.6876, -0.1884], [0.3186, -2.3931, 2.3660], [0.1066, 0.3729, 0.2553], [-0.1131, 3.0741, -2.1713], [-0.1568, -0.3692, -0.2274], [0.1126, 0.0029, -0.0342]], "mulliken_charge": [-0.3682, -0.3059, -0.3529, 0.6659, 0.0731, 0.2880], "homo_lumo_gap_ev": 13.34, "e_tot_ev": -7675.0683, "de_lowest_kcal_mol": 0.98, "smiles": "O=C=O.C#N"}